[1]
Below is 2 unconnected molecules or ions with the total composition C8H18BrNOP at a distorted geometry, with properties calculated with the ωB97M-V functional and the def2-TZVPD basis.

Geometry as XYZ:
```
30
Properties=species:S:1:pos:R:3:forces:R:3
C 2.039 -2.485 -1.495 0.8 0.2 0.1
C 1.739 -1.737 -0.605 -0.7 0.6 0.2
P 1.122 -0.458 0.413 0.5 -0.3 -0.1
C -0.621 -0.682 0.827 -0.5 0.3 -0.5
C -1.647 -0.601 -0.355 0.5 0.5 0.1
C -1.114 -0.112 -1.700 -0.6 -0.3 -0.4
Br -2.539 -2.325 -0.523 0.1 0.1 0.0
N 1.509 1.021 -0.280 -0.7 -0.6 1.2
C 0.700 2.194 0.185 0.7 1.0 -0.1
C 1.225 2.855 1.482 -1.1 0.0 0.0
C 0.469 2.437 2.773 1.0 0.3 -0.2
H 2.553 -3.053 -2.241 -0.4 -0.3 -0.1
H 1.839 -0.586 1.617 -0.2 -0.2 -0.1
H -0.864 0.092 1.561 0.2 0.0 0.0
H -0.752 -1.631 1.350 0.4 0.0 0.0
H -2.416 0.104 -0.043 -0.1 -0.3 0.0
H -1.891 -0.300 -2.445 0.1 0.0 0.0
H -0.225 -0.638 -2.049 0.0 0.1 0.1
H -0.960 0.968 -1.715 0.2 -0.1 0.2
H 2.463 1.217 0.025 0.2 0.0 -0.6
H -0.363 1.972 0.264 0.1 -0.3 0.0
H 0.789 2.944 -0.605 0.0 -0.3 -0.1
H 2.306 2.728 1.581 0.0 0.0 0.0
H 1.056 3.926 1.350 0.1 -0.1 0.0
H 0.374 3.320 3.405 -0.1 -0.2 0.1
H -0.536 2.067 2.572 0.0 -0.1 0.0
H 1.068 1.715 3.334 -0.4 -0.2 0.1
O -2.429 -4.954 -3.285 0.1 0.0 0.1
H -2.665 -5.726 -2.762 0.0 0.0 -0.1
H -2.228 -4.271 -2.638 0.0 0.0 0.0
```
Forces are in eV/Å.

Output
Calculated total energy (eV): -91448.0615
Net charge: +1
Strongest force on any atom (eV/Å): 1.5

Atomic partial charges in e from the Mulliken method, atoms 1 to 4: 0.69 -1.03 0.30 -0.73

[2]
Below is 9 unconnected molecules or ions with the total composition C76H160BN8O8 at a distorted geometry, with properties calculated with the ωB97M-V functional and the def2-TZVPD basis.

Geometry as XYZ:
```
253
Properties=species:S:1:pos:R:3:forces:R:3
O 0.375 1.404 4.367 -0.6 -1.0 -1.3
C -0.054 0.940 3.326 -0.5 2.9 1.6
O 0.432 -0.049 2.640 -0.5 -0.7 -1.0
B -0.456 -0.247 1.462 0.1 -0.1 0.0
O -1.368 0.921 1.379 -0.3 0.3 0.6
C -1.261 1.644 2.484 0.6 1.4 1.5
O -1.805 2.695 2.820 0.9 -2.8 -1.2
O -1.232 -1.518 1.589 0.6 -0.8 -2.1
C -1.098 -2.185 0.402 -2.8 -2.4 0.5
O -1.707 -3.237 0.074 2.3 3.6 1.3
C -0.178 -1.362 -0.516 0.6 -0.2 -1.7
O 0.301 -0.330 0.201 -0.5 -1.1 -0.8
O 0.026 -1.641 -1.695 -0.1 0.8 2.5
C 4.391 -4.170 5.844 1.5 1.4 0.9
C 5.220 -4.462 4.582 1.0 -0.2 0.6
C 6.181 -3.265 4.125 -1.5 -0.4 -0.2
N 6.889 -3.442 2.746 -0.8 -2.3 0.7
C 7.883 -2.324 2.467 -0.1 0.0 -0.5
C 9.227 -2.371 3.208 -0.9 -1.2 1.0
C 9.932 -3.743 3.175 -0.3 -1.0 -0.6
C 8.956 -4.934 3.465 -1.3 1.2 0.0
C 7.571 -4.834 2.687 2.3 -0.5 0.4
C 5.854 -3.536 1.603 1.2 0.6 0.4
H 3.982 -5.027 6.379 -0.5 -0.1 -0.8
H 3.764 -3.278 5.805 -0.7 -0.5 -0.4
H 5.093 -3.840 6.610 0.4 0.1 0.2
H 4.553 -4.972 3.887 0.3 0.6 -0.8
H 5.923 -5.228 4.907 0.0 -0.3 -0.1
H 6.906 -3.069 4.915 0.4 -0.5 -0.3
H 5.625 -2.328 4.089 -0.2 0.0 -0.5
H 7.361 -1.387 2.665 -0.1 0.0 0.2
H 8.009 -2.342 1.385 0.3 -0.2 0.0
H 9.020 -2.253 4.272 -0.1 0.6 0.1
H 9.804 -1.505 2.881 0.2 -0.3 -0.1
H 10.723 -3.843 3.918 0.0 0.5 0.0
H 10.427 -3.914 2.219 -0.1 0.0 -0.2
H 8.722 -4.999 4.527 -0.1 0.5 0.3
H 9.386 -5.926 3.329 0.1 0.2 -0.7
H 6.961 -5.675 3.016 -0.7 0.7 0.5
H 7.748 -5.134 1.654 0.1 0.8 -0.3
H 5.263 -2.620 1.588 -0.1 -0.2 0.0
H 5.281 -4.462 1.643 -0.1 0.3 0.5
H 6.487 -3.609 0.719 -0.3 0.2 -0.1
C -8.202 15.605 -0.657 -0.6 -0.1 0.1
C -7.222 15.132 0.433 -0.2 -1.5 -1.3
C -6.797 13.634 0.111 0.6 1.0 0.7
N -5.717 12.976 1.041 -1.0 0.2 0.3
C -6.126 13.220 2.525 0.2 -0.6 -0.9
C -5.337 12.336 3.467 1.1 0.1 1.1
C -5.399 10.846 3.114 0.2 1.1 0.5
C -4.755 10.652 1.764 -2.4 -0.3 -1.8
C -5.643 11.454 0.705 1.9 1.4 0.5
C -4.334 13.691 0.882 -1.9 -1.4 0.5
H -7.789 15.799 -1.647 0.4 0.1 0.2
H -8.691 16.499 -0.272 0.2 0.2 -0.3
H -9.035 14.925 -0.837 0.1 -0.4 0.2
H -7.826 15.080 1.338 0.5 0.4 0.3
H -6.428 15.879 0.427 0.2 -0.4 0.6
H -6.391 13.492 -0.890 -0.1 0.2 -0.1
H -7.725 13.071 0.211 0.3 -0.3 0.1
H -7.163 12.939 2.705 -0.2 0.1 -0.7
H -6.028 14.303 2.601 0.0 -0.2 0.7
H -5.642 12.511 4.498 -0.8 0.0 -0.1
H -4.284 12.585 3.601 0.3 0.4 -0.7
H -6.456 10.581 3.080 0.0 -0.5 -0.1
H -4.905 10.286 3.908 -0.1 -0.1 -0.1
H -4.975 9.641 1.420 0.4 -0.3 0.1
H -3.678 10.786 1.660 -0.2 0.4 0.2
H -6.660 11.083 0.579 0.1 0.0 0.5
H -5.173 11.457 -0.278 0.0 -0.2 0.0
H -4.175 13.938 -0.168 0.0 0.2 0.3
H -3.625 12.946 1.244 0.2 0.5 -0.1
H -4.471 14.515 1.582 0.9 0.3 -0.6
C 2.243 -7.914 -10.214 0.1 0.8 0.1
C 2.229 -8.288 -8.697 -0.5 1.0 -0.9
C 3.306 -7.492 -7.910 -0.2 -1.6 -0.7
N 3.482 -8.005 -6.473 0.2 0.0 -0.7
C 4.382 -7.022 -5.732 1.1 0.0 -1.5
C 5.867 -7.053 -6.273 -0.1 -1.0 1.6
C 6.523 -8.418 -6.072 -0.8 -0.9 -1.1
C 5.663 -9.508 -6.840 -0.2 1.8 0.0
C 4.181 -9.390 -6.410 0.0 -0.8 1.9
C 2.170 -8.127 -5.685 1.2 -0.5 0.4
H 3.165 -8.191 -10.726 -0.1 -0.3 0.1
H 2.130 -6.844 -10.388 0.4 0.4 0.5
H 1.387 -8.220 -10.816 0.0 -1.0 0.4
H 2.278 -9.375 -8.628 0.5 0.1 0.3
H 1.248 -7.998 -8.321 -0.1 -0.1 0.1
H 3.144 -6.414 -7.930 -0.5 -0.1 0.4
H 4.258 -7.619 -8.427 0.1 -0.2 0.3
H 4.006 -6.026 -5.963 -0.4 -0.1 0.5
H 4.299 -7.305 -4.683 0.3 0.3 0.0
H 6.025 -6.744 -7.306 -0.4 0.3 0.2
H 6.479 -6.469 -5.586 -0.4 0.9 -0.3
H 7.550 -8.349 -6.431 -0.1 -0.3 -0.3
H 6.635 -8.603 -5.003 -0.4 -0.4 0.1
H 5.627 -9.284 -7.906 0.6 0.2 -0.2
H 6.091 -10.509 -6.800 -0.5 -0.1 0.5
H 3.531 -10.204 -6.732 -0.1 0.5 -1.0
H 4.106 -9.585 -5.340 0.4 0.1 0.3
H 2.511 -8.498 -4.718 -0.1 0.1 0.1
H 1.523 -8.919 -6.061 0.0 0.4 -0.5
H 1.688 -7.170 -5.485 0.1 0.0 -0.7
C 3.736 1.371 -8.579 0.8 -1.0 0.2
C 4.543 1.859 -9.760 0.3 1.4 -0.8
C 5.217 0.699 -10.466 0.6 -0.2 -0.8
N 6.136 0.981 -11.722 -0.6 0.4 -0.5
C 6.571 -0.439 -12.387 -0.1 1.2 0.4
C 7.513 -0.237 -13.586 -1.1 -0.1 0.5
C 8.702 0.578 -13.152 0.8 0.2 -1.3
C 8.318 1.948 -12.602 0.4 -0.1 0.4
C 7.338 1.897 -11.450 -0.2 -0.6 0.5
C 5.314 1.786 -12.723 -0.1 -0.4 -0.5
H 2.956 0.724 -8.980 -0.6 0.4 0.5
H 3.452 2.141 -7.861 -0.5 0.1 -0.6
H 4.358 0.709 -7.977 0.2 -0.2 0.1
H 5.254 2.628 -9.458 0.3 -0.2 0.2
H 3.891 2.398 -10.447 -0.2 -0.1 -0.1
H 4.448 0.041 -10.869 0.0 -0.1 0.0
H 5.782 0.152 -9.712 0.4 -0.1 -0.4
H 7.081 -1.026 -11.623 0.0 0.4 0.3
H 5.639 -0.964 -12.596 -0.1 0.3 -0.2
H 7.853 -1.212 -13.935 -0.1 -0.1 0.2
H 6.972 0.180 -14.436 0.0 0.3 0.0
H 9.355 -0.100 -12.603 0.0 0.5 0.9
H 9.296 0.760 -14.048 0.1 0.1 -0.1
H 9.139 2.552 -12.216 0.5 -0.5 0.1
H 7.995 2.604 -13.410 -0.5 -0.3 -0.1
H 7.794 1.532 -10.530 0.2 -0.1 -0.1
H 6.999 2.915 -11.257 -0.5 -0.2 0.1
H 4.518 1.169 -13.140 -0.2 0.1 0.4
H 5.887 2.128 -13.585 0.4 -0.5 0.2
H 4.963 2.722 -12.289 -0.2 -0.4 0.4
C -3.264 1.998 11.337 0.4 1.2 -0.4
C -3.839 0.905 10.432 -0.3 -1.0 1.0
C -4.929 1.464 9.516 0.1 0.1 -1.6
N -5.932 0.470 8.813 0.7 0.5 -0.9
C -6.672 -0.230 9.971 -1.4 -1.1 -1.4
C -7.979 -0.966 9.432 1.3 1.0 0.3
C -8.930 -0.060 8.595 0.9 -0.8 0.7
C -8.166 0.613 7.430 0.0 -1.6 0.4
C -6.919 1.335 7.895 0.1 0.5 2.1
C -5.156 -0.522 7.898 0.0 0.4 2.3
H -4.005 2.630 11.825 -0.2 -0.5 0.3
H -2.706 2.736 10.761 -0.1 0.0 -0.7
H -2.469 1.747 12.040 -0.5 -0.8 0.2
H -4.211 0.048 10.993 -0.4 0.3 0.6
H -3.012 0.399 9.934 0.0 0.5 -0.8
H -4.375 1.996 8.743 -0.3 0.0 -0.5
H -5.606 2.214 9.927 0.3 -0.2 0.6
H -6.810 0.477 10.789 -0.2 0.2 -0.4
H -6.085 -1.061 10.362 0.5 0.4 -0.1
H -8.422 -1.450 10.302 -0.4 0.3 0.0
H -7.545 -1.809 8.894 -0.4 0.0 -0.6
H -9.391 0.637 9.295 0.1 0.4 -0.2
H -9.756 -0.658 8.210 0.1 0.0 -0.1
H -8.905 1.163 6.847 0.6 0.8 0.1
H -7.842 -0.179 6.756 -0.1 -0.2 -0.2
H -7.220 2.094 8.618 -0.1 0.3 -0.1
H -6.309 1.835 7.143 0.0 -0.4 -0.1
H -5.854 -1.299 7.587 0.4 0.2 -0.2
H -4.400 -0.880 8.597 -0.2 -0.7 -0.2
H -4.547 -0.060 7.121 -0.8 0.5 -0.2
C 3.814 7.557 10.455 -0.3 1.1 1.8
C 3.593 7.760 8.986 -1.0 -1.2 -1.7
C 3.009 9.136 8.561 0.4 1.0 0.0
N 3.188 9.647 7.090 0.3 -2.3 -2.5
C 2.586 11.008 6.918 0.9 0.9 0.2
C 2.987 11.801 5.644 0.7 -0.8 0.9
C 4.572 11.892 5.492 -1.5 -0.8 -1.4
C 5.105 10.429 5.402 -1.3 -0.1 0.4
C 4.694 9.663 6.662 0.1 0.4 1.5
C 2.475 8.631 6.077 0.7 0.8 1.4
H 2.969 7.896 11.055 -0.4 0.2 -0.2
H 4.625 8.168 10.850 0.3 0.0 -0.3
H 3.972 6.567 10.883 0.2 -0.3 -1.0
H 2.874 7.029 8.616 -0.4 -0.2 0.3
H 4.460 7.389 8.441 0.4 0.9 -0.1
H 3.372 9.901 9.247 0.8 0.3 -0.5
H 1.949 9.301 8.752 -0.3 -0.9 -0.2
H 3.045 11.514 7.767 -0.7 0.5 0.2
H 1.499 10.938 6.958 0.1 -0.1 0.5
H 2.465 12.757 5.680 0.4 0.3 0.5
H 2.438 11.342 4.822 0.7 -0.3 -0.6
H 5.057 12.525 6.235 -0.2 -0.3 0.3
H 4.728 12.398 4.539 0.3 0.0 0.0
H 6.176 10.276 5.270 0.1 0.5 0.4
H 4.692 9.903 4.541 -0.3 0.3 -0.3
H 5.170 10.173 7.499 0.1 0.0 0.2
H 5.059 8.636 6.706 -0.3 0.0 -0.3
H 2.782 7.643 6.422 -0.4 0.0 -0.1
H 2.805 8.760 5.046 0.2 0.4 0.3
H 1.401 8.810 6.124 0.1 -0.2 0.2
C -4.796 1.117 -4.045 0.3 0.6 -0.3
C -5.511 -0.211 -4.346 -0.4 1.3 0.2
C -5.007 -0.748 -5.655 -0.2 -1.7 -0.9
N -5.772 -2.083 -6.120 -1.1 0.9 2.0
C -5.406 -3.246 -5.170 0.1 -1.0 -0.5
C -6.002 -4.600 -5.675 0.9 2.2 0.2
C -5.372 -4.761 -7.052 -1.2 -1.9 -0.3
C -5.790 -3.714 -8.091 0.2 0.2 1.0
C -5.446 -2.318 -7.608 0.4 0.1 1.0
C -7.292 -1.903 -5.884 -0.3 0.5 -1.3
H -5.027 1.629 -3.111 0.0 -0.8 0.4
H -5.101 1.898 -4.742 -0.1 -0.2 -0.5
H -3.713 1.048 -4.152 0.1 -0.1 0.2
H -6.560 0.072 -4.438 -0.1 -0.3 0.0
H -5.432 -0.925 -3.525 0.2 0.0 -0.1
H -3.947 -1.001 -5.635 0.0 -0.4 0.4
H -5.042 -0.086 -6.520 -0.7 0.3 0.2
H -4.323 -3.364 -5.197 0.1 0.3 0.0
H -5.710 -3.055 -4.141 -0.1 0.6 -0.3
H -5.735 -5.397 -4.981 0.2 0.1 -0.1
H -7.090 -4.536 -5.663 0.0 -0.2 -0.3
H -4.298 -4.938 -6.983 0.1 0.5 0.1
H -5.764 -5.730 -7.361 0.1 -0.1 -0.7
H -5.214 -3.869 -9.004 -0.4 -0.1 -0.2
H -6.865 -3.795 -8.254 0.1 -0.1 -0.4
H -4.368 -2.169 -7.664 0.1 0.0 0.1
H -5.891 -1.498 -8.171 -0.3 -0.1 0.1
H -7.651 -0.951 -6.276 0.5 0.1 -0.3
H -7.663 -1.910 -4.860 0.9 -0.4 0.1
H -7.839 -2.653 -6.455 0.3 -0.1 0.1
C -5.235 -7.519 2.834 -0.3 -0.1 -0.3
C -4.135 -8.390 3.423 1.4 0.7 0.4
C -3.932 -9.739 2.698 0.4 0.6 0.0
N -2.935 -10.736 3.281 -0.3 0.4 3.3
C -1.452 -10.234 3.465 -0.4 -0.8 -2.0
C -0.787 -10.147 2.086 -0.1 0.4 -0.4
C -0.693 -11.495 1.324 -1.0 0.3 2.1
C -2.142 -12.088 1.243 1.5 -0.1 -0.1
C -3.047 -12.049 2.523 1.1 0.1 -0.8
C -3.373 -10.903 4.784 -0.4 0.0 -1.7
H -6.182 -8.058 2.806 0.0 -0.2 -0.5
H -4.940 -7.140 1.855 -0.3 -0.1 -0.1
H -5.501 -6.656 3.444 0.6 0.0 0.2
H -4.248 -8.357 4.506 -0.5 -1.0 0.0
H -3.181 -7.866 3.370 0.2 0.3 -0.4
H -3.501 -9.595 1.707 -0.6 0.4 -0.2
H -4.918 -10.197 2.617 0.3 -0.6 0.0
H -1.423 -9.288 4.006 -0.5 -0.1 -0.2
H -0.913 -10.974 4.056 -0.4 -0.2 0.2
H -1.380 -9.475 1.466 -0.2 0.2 -0.1
H 0.149 -9.600 2.201 0.3 -0.3 0.0
H -0.331 -11.387 0.302 0.2 0.1 0.3
H -0.082 -12.198 1.890 0.4 0.1 -0.1
H -2.426 -11.603 0.309 -1.5 -0.2 0.4
H -1.918 -13.132 1.024 -0.8 -0.1 -0.2
H -4.086 -12.291 2.300 -0.1 0.7 -0.2
H -2.799 -12.865 3.202 0.6 0.2 0.1
H -3.281 -9.923 5.251 0.3 -0.4 0.0
H -2.769 -11.680 5.254 -0.2 0.1 -0.1
H -4.439 -11.117 4.712 0.1 -0.4 0.4
```
Forces are in eV/Å.

Output
Energy relative to the best compared isomer or geometry (same formula, charge and spin) (kJ/mol): 0.0
Net charge: +7
Strongest force on any atom (eV/Å): 4.5

Atomic partial charges in e from the Mulliken method, atoms 1 to 4: -0.63 0.58 -0.40 0.93